# 1
Below is 3 unconnected molecules or ions with the total composition H2O5P2 at a distorted geometry, with properties calculated with ωB97M-V with the def2-TZVPD basis set.

Values from the calculation:
orbital gap: 8.1 eV
total charge: -2
DFT total energy: -1060.28208 hartree
energy above the lowest of the compared OMol25 structures with the same formula, charge and spin: 80.9 kJ/mol
molecular weight: 144.0 g mol⁻¹
LUMO energy: 5.84 eV

Geometry as XYZ:
```
9
Properties=species:S:1:pos:R:3:forces:R:3
O -4.855 -1.423 -1.583 -0.2 -1.5 -0.5
O -4.192 -1.288 -3.974 -0.2 -1.2 -0.3
O 1.990 1.415 1.519 -0.3 -0.2 -0.7
O 3.244 -0.893 0.712 1.6 -1.7 -1.0
O 1.139 2.866 3.346 -0.8 0.2 -0.9
P 0.899 2.373 1.927 1.1 0.0 1.7
P -4.643 -2.219 -2.866 0.3 2.5 0.7
H 2.615 -0.222 0.959 -0.4 1.5 0.1
H 3.803 -0.608 -0.040 -1.0 0.2 0.9
```
Forces are in eV/Å.

Mulliken population analysis, charges in e, atoms 1 to 8:
1. O -0.511
2. O -0.509
3. O -0.385
4. O -0.658
5. O -0.551
6. P -0.106
7. P 0.020
8. H 0.437

# 2
Below is C6H5NO4 in the gas phase at a distorted geometry, with properties calculated with ωB97M-V with the def2-TZVPD basis set.

Values from the calculation:
orbital gap: 8.3 eV
total charge: 0
DFT total energy: -587.20738 hartree
SMILES: O=[N+]([O-])c1ccc(O)c(O)c1
energy above the lowest of the compared OMol25 structures with the same formula, charge and spin: 339.1 kJ/mol
molecular weight: 155.1 g mol⁻¹
LUMO energy: -0.65 eV

Geometry as XYZ:
```
16
Properties=species:S:1:pos:R:3:forces:R:3
O 2.814 -1.284 -0.326 -0.1 3.1 0.6
N 2.367 -0.151 -0.041 0.2 0.6 1.7
O 2.908 0.877 0.448 1.4 -2.9 -1.4
C 0.945 0.076 -0.039 -0.9 0.5 -1.0
C 0.484 1.435 -0.021 -1.1 -3.3 -1.1
C -0.852 1.654 -0.190 -3.0 -0.3 2.3
C -1.709 0.477 -0.085 0.6 2.3 -0.2
O -3.083 0.531 -0.062 -0.7 4.2 -0.9
C -1.241 -0.808 0.064 -1.1 -0.2 -0.5
O -2.275 -1.721 0.222 0.4 -0.1 0.6
C 0.144 -1.039 -0.080 -1.1 -1.0 1.0
H 1.172 2.173 -0.120 1.8 2.1 0.2
H -1.364 2.679 0.079 1.2 -1.9 -1.2
H -3.384 1.517 -0.300 1.0 -3.3 0.9
H -3.115 -1.250 0.531 1.9 -0.7 -0.8
H 0.589 -2.056 -0.048 -0.5 0.9 -0.1
```
Forces are in eV/Å.

Mulliken population analysis, charges in e, atoms 1 to 8:
1. O -0.568
2. N 0.844
3. O -0.547
4. C 0.198
5. C -0.678
6. C -0.628
7. C 1.034
8. O -0.581

# 3
Below is a molecular structure, C29H43Cl2F5LuN3O5Si at a distorted geometry, with properties calculated with ωB97M-V with the def2-TZVPD basis set.

Values from the calculation:
orbital gap: 7.5 eV
total charge: 0
DFT total energy: -4616.13219 hartree
molecular weight: 882.6 g mol⁻¹
LUMO energy: 0.14 eV

Geometry as XYZ:
```
89
Properties=species:S:1:pos:R:3:forces:R:3
C -2.063 -0.638 -5.275 0.7 0.0 -0.3
C -1.251 -1.430 -4.283 0.5 0.5 0.1
H -2.208 -1.314 -6.099 -0.5 0.1 -0.7
H -1.476 0.239 -5.623 -0.4 -0.6 0.1
H -3.017 -0.259 -4.911 0.0 -0.2 0.1
C -0.235 -2.215 -4.708 -1.0 0.7 1.4
C 0.092 -2.554 -6.102 0.1 -1.2 -0.4
H 0.413 -2.737 -4.007 -0.3 0.4 0.2
H 0.788 -1.925 -6.667 -0.3 0.3 0.2
H -0.807 -2.777 -6.664 -0.1 0.3 -0.5
H 0.586 -3.514 -5.996 0.3 -0.3 -0.5
Lu 1.318 1.242 1.720 0.7 -0.9 -1.6
Cl 2.443 3.291 0.860 0.1 0.2 0.3
C 0.452 -1.728 2.308 1.2 0.6 0.3
O 1.447 -0.942 2.187 -1.4 -1.2 0.7
N 0.575 -2.940 2.833 -0.1 -0.1 -0.1
C 1.907 -3.492 3.105 -0.3 -0.1 0.1
C -0.594 -3.790 3.121 0.2 -0.1 -0.2
H -0.558 -1.436 1.993 0.2 0.0 0.1
H 2.599 -2.670 3.329 -0.2 -0.4 -0.1
H 2.261 -4.062 2.232 -0.1 0.2 0.2
H 1.809 -4.183 3.954 0.2 0.3 -0.2
H -1.501 -3.170 3.119 0.3 -0.3 0.1
H -0.442 -4.271 4.104 -0.2 0.4 -0.4
H -0.702 -4.588 2.367 0.1 0.4 0.2
H 0.586 3.743 7.197 0.2 -0.3 -0.1
H -0.146 5.356 6.168 0.1 0.1 -0.4
C 0.943 3.073 6.409 -0.2 -0.4 0.2
C 0.197 5.109 5.159 -0.1 0.6 -0.4
N 0.696 3.750 5.142 0.0 -0.8 -0.5
H 0.425 2.108 6.492 -0.2 0.4 -0.3
C 0.894 3.179 3.959 0.5 -0.8 0.0
O 1.442 2.056 3.781 -0.5 0.9 1.0
H -0.631 5.195 4.453 -0.1 0.1 0.2
H 0.563 3.735 3.067 0.0 0.2 0.4
H 1.985 2.825 6.557 0.4 0.3 0.0
H 0.984 5.799 4.813 -0.3 -0.1 0.4
H 2.496 0.465 -3.070 0.6 -0.1 0.2
H 2.935 -2.368 -3.403 -0.1 0.0 0.3
C 3.506 0.274 -2.661 -0.4 0.0 0.2
C 3.715 -2.188 -2.649 -0.1 0.0 0.0
N 3.455 -0.962 -1.898 0.1 0.2 0.8
H 3.828 1.076 -1.985 -0.3 -0.1 -0.3
C 3.134 -0.930 -0.576 0.3 0.3 0.0
O 2.968 0.073 0.145 0.8 -0.8 -1.1
H 3.808 -3.051 -1.986 -0.2 0.1 0.0
H 3.068 -1.953 -0.179 -0.1 0.1 0.2
H 4.219 0.166 -3.476 0.0 0.0 0.0
H 4.651 -2.113 -3.221 -0.1 0.2 0.4
O -0.449 0.221 -2.974 1.7 -1.8 2.0
C -1.375 -0.873 -2.855 1.0 0.3 0.7
C 0.209 -2.381 -1.727 0.5 0.0 -0.2
C -1.146 -2.020 -1.820 1.4 0.1 -0.5
H 0.950 -1.647 -2.102 -0.7 -0.7 0.0
C 0.633 -3.574 -1.155 -0.3 1.0 0.2
H -2.340 -0.425 -2.601 -0.5 -0.2 -0.5
C -2.092 -2.812 -1.150 0.7 0.3 -0.2
H 1.682 -3.825 -1.168 0.2 -0.1 0.1
C -0.294 -4.343 -0.474 -0.7 0.1 0.3
C -1.643 -3.957 -0.455 0.3 0.2 0.0
H -3.135 -2.490 -1.147 0.2 -0.3 0.0
H 0.051 -5.170 0.141 -0.2 -0.2 -0.3
H -2.325 -4.563 0.137 -0.1 0.2 -0.2
Si -0.142 2.063 -2.214 -0.9 -1.4 -0.6
Cl 0.209 0.236 -0.284 -0.1 0.2 -1.0
C 1.533 2.836 -2.641 0.6 -0.3 0.0
C -0.673 3.278 -0.848 -0.3 0.3 0.7
C -1.376 2.067 -3.571 -1.0 2.1 -1.2
H 2.251 2.202 -3.175 -0.4 0.6 0.1
H 2.005 3.224 -1.718 -0.2 -0.5 -0.4
H 1.381 3.734 -3.263 -0.4 -0.3 0.0
H -0.929 1.697 -4.505 -0.2 0.2 0.5
H -1.731 3.054 -3.799 -0.6 1.1 -0.2
H -2.259 1.463 -3.296 0.4 0.4 -0.2
H -1.118 2.836 0.045 0.3 0.0 -0.3
H -1.403 4.017 -1.185 -0.3 -0.2 -0.5
H 0.143 3.926 -0.495 0.2 -0.6 -0.2
F -5.516 2.219 4.155 0.3 -0.1 -0.1
C -4.363 1.856 3.554 -0.2 0.1 0.2
C -4.214 2.116 2.181 -0.6 -0.2 0.4
F -5.204 2.739 1.507 0.4 -0.6 0.4
C -3.064 1.713 1.539 0.6 -0.2 -0.5
F -2.940 1.688 0.182 -0.5 0.5 1.2
C -1.936 1.363 2.312 0.0 0.1 0.7
O -0.733 1.503 1.847 -0.4 -0.1 1.1
C -2.166 0.956 3.658 0.2 0.2 -0.7
F -1.146 0.343 4.307 -0.1 0.3 0.1
C -3.355 1.228 4.304 -0.6 0.3 -0.3
F -3.533 0.948 5.621 0.1 0.2 -0.9
```
Forces are in eV/Å.

Mulliken population analysis, charges in e, atoms 1 to 8:
1. C -1.793
2. C 0.387
3. H 0.565
4. H 0.192
5. H 0.319
6. C 0.249
7. C -1.700
8. H 0.201

Ordered HOMO results: -0.082 -0.330 -0.272; unit Eh.